98
Properties=species:S:1:pos:R:3 method="wB97M-V/def2-TZVPD" homo_ha="-0.271 / -0.274" multiplicity=4 s_squared=3.8631 homo_lumo_gap_ev="6.533 / 7.088" e_above_lowest_kcal_mol=13.6
Cr -0.699 -0.680 -0.452
H 3.720 -5.744 -0.849
C -4.152 1.832 0.859
H -4.907 1.732 0.087
H -0.046 5.678 3.892
C -3.277 -1.558 0.648
C 2.703 1.165 3.125
C 2.062 3.070 4.447
C -3.127 0.642 -3.641
C 1.848 4.279 -1.714
H -5.320 -1.369 -1.169
C 2.989 2.656 5.439
H 1.589 4.848 5.565
O -0.480 1.955 -3.501
H 2.997 -4.844 1.149
H -3.795 2.007 4.218
C -2.364 -1.616 1.863
Cl -5.089 0.940 -5.453
H 0.001 -2.034 -3.442
H 0.584 -0.511 2.699
C 0.872 5.137 -2.206
C 1.511 3.307 -0.786
H -0.573 4.303 1.948
H -2.551 1.800 -0.550
H 3.823 -7.121 -3.435
C -0.387 -0.972 2.823
H 2.282 -2.067 -0.831
H -1.435 2.092 3.585
C 1.088 0.474 -2.471
C 1.832 2.295 3.266
H -1.801 3.960 -0.504
C 0.196 3.177 -0.330
C -5.237 -0.351 -3.053
C 3.708 1.515 5.299
H 5.025 -5.876 -3.121
C 2.277 -1.246 -1.527
C -0.435 5.011 -1.765
C 0.193 3.946 2.626
C -2.023 -2.059 4.171
C -0.044 -3.112 -3.631
H -2.356 -2.464 5.118
N -1.237 0.303 -2.054
H -1.204 5.668 -2.151
C 1.960 -4.537 -0.703
Se -0.538 -3.135 -0.487
H -2.526 1.222 -4.326
C -2.832 -2.133 3.050
C -4.706 -0.806 -1.851
H 2.281 2.643 -0.404
C -0.774 4.038 -0.831
C 3.378 -0.971 -2.321
H 2.872 4.364 -2.057
H 1.767 -3.561 1.216
H 4.177 0.362 -3.801
C -3.379 -0.542 -1.545
P -0.055 1.857 0.926
C 2.005 -4.542 -3.485
C 1.373 4.286 4.663
C 0.791 2.735 2.374
Cl -6.901 -0.708 -3.404
C -0.314 1.037 -2.726
I 2.984 0.134 1.340
C 2.982 -5.247 -2.797
C -3.525 1.983 3.169
C 4.028 -6.052 -3.528
C 0.986 -3.856 -2.826
C -2.593 0.182 -2.453
H -0.128 -1.330 4.912
C 0.952 -3.877 -1.425
H 4.044 -5.809 -4.590
H 3.110 3.284 6.314
C 3.575 0.779 4.103
H -3.820 -2.571 3.057
C -2.187 2.037 2.807
C 2.150 0.843 -3.265
O -4.408 -2.009 0.732
C -4.454 0.366 -3.944
H 0.107 -3.279 -4.698
C -0.786 -1.446 4.061
C 3.324 0.108 -3.184
C 2.950 -5.218 -1.408
H -5.557 1.851 2.480
C 2.006 -4.543 0.805
C -4.512 1.889 2.196
C -2.810 1.878 0.499
H 4.256 -1.600 -2.246
N 1.158 -0.524 -1.585
H 2.023 -4.533 -4.572
H 1.133 5.904 -2.926
N -1.150 -1.073 1.735
H 4.411 1.195 6.056
H 1.272 -5.237 1.222
N -2.691 -0.908 -0.371
C 0.477 4.741 3.750
H 4.203 -0.086 3.939
C -1.809 1.999 1.465
H 2.013 1.676 -3.942
H -1.053 -3.427 -3.360